Record 1
A molecular structure, C31H35N5O10P2Ti at a distorted geometry, computed with wB97M-V/def2-TZVPD.

The geometry in XYZ format:
```
84
Properties=species:S:1:pos:R:3:lowdin_charge:R:1
Ti 1.12161 0.16935 0.42138 1.042
C 1.29027 3.05645 -1.52048 -0.022
C 1.31347 3.22978 -0.01949 -0.293
C 1.20457 4.48168 0.50440 -0.047
C 1.21398 4.67295 1.90315 -0.072
C 1.42433 3.60260 2.70905 -0.021
C 1.59059 2.31768 2.14661 -0.206
N 1.42861 2.12155 0.78877 0.026
C 1.98366 1.18001 2.89438 -0.213
C 2.34172 1.24032 4.25445 -0.017
C 2.82809 0.14175 4.88837 -0.069
C 2.96966 -1.05871 4.15544 -0.029
C 2.59781 -1.10561 2.85198 -0.191
N 2.08019 -0.00905 2.19092 0.026
C 2.75897 -2.35867 2.07490 -0.215
C 2.74569 -3.60857 2.68409 -0.026
C 2.91082 -4.72887 1.89315 -0.061
C 3.07397 -4.57143 0.52680 -0.036
C 3.05168 -3.28973 -0.00899 -0.314
C 3.20945 -3.07329 -1.49282 -0.025
N 2.89176 -2.21013 0.75998 0.152
H 1.92298 3.82040 -1.97259 0.090
H 0.27732 3.19014 -1.91293 0.069
H 1.65410 2.08366 -1.82650 0.059
H 1.11068 5.32415 -0.17006 0.112
H 1.07638 5.66159 2.32447 0.102
H 1.46789 3.73006 3.78206 0.102
H 2.26136 2.17729 4.78857 0.103
H 3.13087 0.19328 5.92645 0.100
H 3.40580 -1.93476 4.61635 0.105
H 2.57907 -3.70197 3.74893 0.108
H 2.90089 -5.71889 2.33580 0.108
H 3.21248 -5.42924 -0.12268 0.110
H 4.25769 -3.18265 -1.78350 0.086
H 2.89044 -2.06754 -1.75572 0.051
H 2.63776 -3.81384 -2.05799 0.074
C -3.58855 -2.24062 1.57372 -0.054
C -2.38726 -1.48190 1.02082 -0.568
O -2.68964 -0.85682 -0.22979 -0.041
P -0.95597 -2.55880 0.69816 0.525
O -1.52735 -3.61253 -0.35611 -0.088
O -0.72126 -3.41593 1.99988 -0.091
O 0.26209 -1.87208 0.19110 -0.285
P -1.82154 -0.15391 2.19634 0.381
O -1.42711 -1.19399 3.41050 -0.163
O -2.90653 0.74387 2.62178 -0.261
O -0.51470 0.35216 1.65247 -0.335
H -3.86467 -3.06439 0.91043 0.085
H -4.42055 -1.54047 1.64929 0.095
H -3.38357 -2.64716 2.56268 0.083
H -3.09096 -1.52101 -0.80386 0.101
H -0.82472 -3.95311 -0.92778 0.097
H -0.68883 -2.83436 2.78971 0.075
H -1.65300 -0.78520 4.25637 0.095
O 4.18719 1.09976 0.31332 0.037
C 3.76294 0.57798 -0.68808 -0.469
O 2.53670 0.12165 -0.92444 -0.247
H 4.43475 0.46612 -1.54908 0.124
C -2.24023 1.26857 -4.88378 -0.004
N -2.12954 0.35316 -3.73326 -0.067
N -1.66950 0.99023 -2.57623 0.075
C -0.64809 0.26002 -2.04380 -0.366
O -0.06834 0.57902 -1.01066 -0.095
C -0.41383 -0.84808 -2.93165 0.098
C -1.29918 -0.73433 -3.93073 -0.275
C -1.46779 -1.56906 -5.15145 -0.010
C -2.52288 1.91357 -1.88610 -0.160
C -3.86351 1.99908 -2.24110 -0.040
C -4.70140 2.87579 -1.56613 -0.078
C -4.21558 3.65649 -0.52955 -0.078
C -2.87988 3.54761 -0.16938 -0.045
C -2.02478 2.69338 -0.84638 0.001
H -2.80310 2.14683 -4.58868 0.081
H -2.77605 0.76267 -5.68379 0.092
H -1.25123 1.57669 -5.23376 0.106
H 0.34157 -1.60321 -2.78126 0.126
H -0.93256 -2.50827 -5.03059 0.087
H -1.06937 -1.06678 -6.03528 0.089
H -2.52208 -1.78164 -5.33055 0.092
H -4.26912 1.34700 -3.00334 0.108
H -5.74697 2.92628 -1.84367 0.104
H -4.87340 4.33140 0.00291 0.104
H -2.48874 4.11848 0.66285 0.114
H -0.99848 2.60411 -0.52873 0.080
```

Results
* orbital gap (spin up / spin down): 0.1814 / 0.1795 Eh
* highest occupied orbital energy (spin up / spin down): -4.918 / -4.869 eV
* LUMO energy (spin up / spin down): 0.0006 / 0.0006 hartree

Record 2
11 unconnected molecules or ions with the total composition C25H71BF3NO15PS at a distorted geometry, computed with wB97M-V/def2-TZVPD.

The geometry in XYZ format:
```
118
Properties=species:S:1:pos:R:3:lowdin_charge:R:1
C 1.18230 -1.48963 -3.32330 0.016
B 0.07176 -1.14550 -4.36551 -0.561
O -0.05175 0.15567 -4.76289 0.193
N -0.89870 -2.13590 -5.07382 -0.144
C -0.42991 -2.15932 -6.52932 -0.035
C -1.32562 -2.97772 -7.49135 -0.228
O -0.96741 -3.11778 -8.59617 0.146
C -2.30396 -1.58626 -4.93914 -0.144
O -2.59444 -0.64686 -5.94892 0.084
C -3.35400 0.38726 -5.51208 -0.759
F -4.42543 -0.04966 -4.86143 0.200
F -3.73076 1.06687 -6.54834 0.237
F -2.71973 1.21310 -4.69897 0.205
P -0.94715 -3.77138 -4.30763 0.258
O -2.02905 -4.73285 -4.99240 -0.155
O 0.46518 -4.49705 -4.58460 -0.126
S -1.35247 -3.66186 -2.43241 0.480
H 1.30863 -2.54388 -3.05515 0.047
H 1.04973 -0.88680 -2.40396 0.076
H 2.14752 -1.16054 -3.75405 0.108
H -0.13278 0.68397 -3.95123 0.149
H -0.36135 -1.14173 -6.93551 0.157
H 0.58964 -2.56920 -6.57828 0.150
H -2.31153 -3.38702 -7.17973 0.131
H -3.06186 -2.37784 -4.99736 0.139
H -2.42219 -1.15582 -3.93518 0.149
H -2.90793 -4.58776 -4.60472 0.093
H 1.11278 -3.83116 -4.87726 0.085
C 1.88890 -1.32539 1.80439 -0.076
C 2.43068 -0.61220 0.58728 -0.297
O 1.37638 -0.37123 -0.35757 -0.114
H 1.43161 -2.27624 1.52080 0.080
H 2.68195 -1.51934 2.52640 0.074
H 1.11337 -0.72574 2.28328 0.043
H 3.18839 -1.21712 0.09366 0.095
H 2.88085 0.34543 0.86534 0.114
H 0.71356 0.17200 0.08483 0.073
C 7.19872 -1.20209 0.05564 -0.086
C 5.97312 -0.56903 0.68630 -0.312
O 5.26108 -1.52271 1.47325 -0.091
H 6.91185 -2.04675 -0.57389 0.081
H 7.74197 -0.47694 -0.55376 0.073
H 7.87079 -1.58892 0.82309 0.049
H 5.29217 -0.20181 -0.08177 0.098
H 6.25883 0.27278 1.32568 0.114
H 5.86245 -1.83659 2.15779 0.090
C -5.93294 1.24130 -9.50975 -0.091
C -7.17407 1.86916 -8.90416 -0.312
O -7.90955 0.90933 -8.14834 -0.082
H -6.20491 0.40505 -10.15568 0.073
H -5.37084 1.96982 -10.09629 0.079
H -5.28063 0.84408 -8.72705 0.048
H -7.83239 2.24512 -9.68564 0.115
H -6.90562 2.70401 -8.24834 0.108
H -7.33272 0.58445 -7.44932 0.069
C 11.80177 -1.46891 0.42535 -0.088
C 10.57289 -0.83998 1.05477 -0.315
O 9.86784 -1.80379 1.83760 -0.103
H 11.51720 -2.31267 -0.20492 0.077
H 12.34577 -0.74363 -0.18198 0.075
H 12.47503 -1.85515 1.19431 0.074
H 9.89400 -0.47561 0.28666 0.089
H 10.85199 0.00174 1.69660 0.112
H 10.46961 -2.11631 2.52187 0.085
C 3.78073 -6.49866 -3.12461 -0.096
C 3.40489 -6.75054 -1.67602 -0.315
O 2.32456 -5.90878 -1.27917 -0.091
H 4.06460 -5.45387 -3.26775 0.070
H 4.61316 -7.13388 -3.43062 0.076
H 2.93021 -6.69601 -3.78391 0.064
H 4.24645 -6.53373 -1.02010 0.115
H 3.11263 -7.79478 -1.52916 0.111
H 1.57547 -6.10743 -1.85140 0.066
C -5.52984 -2.79939 -9.10110 -0.086
C -5.02138 -3.04594 -10.50967 -0.308
O -3.70358 -2.52721 -10.66684 -0.081
H -5.53148 -1.73085 -8.87947 0.053
H -6.54227 -3.18644 -8.97633 0.081
H -4.87722 -3.28127 -8.36403 0.056
H -5.65995 -2.54867 -11.23800 0.115
H -5.00950 -4.11698 -10.73494 0.112
H -3.13749 -2.97501 -10.02938 0.050
C -0.76307 2.89447 4.03244 -0.094
C 0.24790 2.27547 3.08748 -0.305
O -0.12554 0.93457 2.75242 -0.108
H -0.84465 2.30537 4.94471 0.071
H -0.47820 3.91327 4.29711 0.082
H -1.75591 2.91729 3.57794 0.075
H 1.23235 2.23449 3.55237 0.115
H 0.32475 2.86167 2.16510 0.106
H -0.99253 0.97148 2.33309 0.085
C -4.68659 2.22416 7.48194 -0.088
C -3.60094 2.08576 6.43482 -0.325
O -3.01236 3.35359 6.15629 -0.099
H -5.45720 2.91798 7.14282 0.079
H -5.15230 1.26031 7.69867 0.074
H -4.27256 2.63039 8.40693 0.055
H -4.01187 1.70125 5.50075 0.108
H -2.81958 1.39753 6.77728 0.107
H -2.64233 3.69000 6.98154 0.076
C -2.78316 3.79911 11.73931 -0.094
C -2.24122 4.49891 10.50869 -0.308
O -3.29695 4.75662 9.57741 -0.098
H -3.26368 2.85864 11.46182 0.073
H -1.98589 3.59032 12.45337 0.073
H -3.54018 4.41393 12.23111 0.073
H -1.50133 3.87431 10.00702 0.112
H -1.76875 5.44424 10.77848 0.083
H -3.94426 5.31586 10.01976 0.084
C -0.14973 8.56228 12.98926 -0.091
C -1.40653 7.82783 12.56264 -0.316
O -1.33758 6.44963 12.92591 -0.100
H 0.73012 8.11121 12.52840 0.077
H -0.19544 9.61475 12.70483 0.075
H -0.01408 8.49876 14.07164 0.073
H -1.52743 7.87566 11.48027 0.108
H -2.29092 8.27316 13.02962 0.110
H -1.24101 6.40575 13.88348 0.088
```

Results
* orbital gap: 0.2928 Eh
* highest occupied orbital energy: -11.154 eV
* charge: +1
* LUMO energy: -0.1171 hartree